Here is a cluster of 8 separate species, C27H56F3NO19 in total in a non-equilibrium geometry from the OMol25 dataset. Energies are from ωB97M-V with the def2-TZVPD basis set.

Geometry (Å):
1 N -0.59842 2.67031 0.66235
2 H -1.18991 2.59050 -0.25649
3 H 0.24486 2.34863 0.35691
4 H -0.94730 1.97566 1.31425
5 H -0.78172 3.39631 1.00860
6 O -0.62315 0.46512 -1.15231
7 H -0.30202 -0.16909 -0.37665
8 C -3.87842 -0.26457 0.05611
9 C -4.14108 -0.39948 1.56127
10 O -5.00095 0.78782 1.81957
11 C -5.21122 1.45296 0.75088
12 O -5.78670 2.52752 0.67300
13 O -4.48502 0.99357 -0.30859
14 F -3.07552 -0.24157 2.25324
15 H -4.07892 -1.11508 -0.35233
16 H -2.90314 0.05546 -0.31941
17 H -4.59560 -1.39723 1.66542
18 C 1.55240 1.88921 -3.57174
19 C 1.41762 0.38391 -3.95817
20 O 2.77762 0.21793 -4.36931
21 C 3.48211 1.26753 -4.18272
22 O 4.69133 1.41005 -4.36272
23 O 2.75407 2.29018 -3.58337
24 F 0.49160 0.17056 -5.02873
25 H 1.19364 2.14496 -2.54317
26 H 1.02222 2.53180 -4.40435
27 H 1.05888 -0.03676 -3.11271
28 C -2.94950 0.38552 -3.55554
29 C -2.92860 1.77512 -3.11642
30 O -4.32087 2.18443 -3.41349
31 C -4.98702 1.18091 -3.74034
32 O -6.21137 1.17076 -3.77869
33 O -4.20028 0.12491 -3.90555
34 F -2.05538 2.54233 -3.78610
35 H -2.48733 -0.19050 -2.75329
36 H -2.43978 0.05941 -4.55626
37 H -2.88092 1.74456 -1.99461
38 C 1.90268 -0.28119 1.37355
39 O 1.04888 0.55370 2.18056
40 C 1.26861 0.53249 3.53756
41 C 0.27453 1.31991 4.31382
42 O 0.13295 2.49803 3.87578
43 C 0.97058 3.44480 4.35009
44 C 0.50657 4.80562 4.00659
45 O 0.72590 4.99099 2.55873
46 C 0.25501 6.16519 2.05376
47 H 1.51221 0.00784 0.42399
48 H 1.65589 -1.33524 1.68152
49 H 2.90585 -0.14144 1.42232
50 H 2.21348 0.93993 3.77407
51 H 1.27514 -0.38390 4.02647
52 H 0.32408 1.42450 5.30716
53 H -0.63293 0.85353 4.09774
54 H 1.96146 3.11781 3.98678
55 H 1.13476 3.36690 5.49204
56 H 1.24453 5.45455 4.47937
57 H -0.46180 5.16334 4.47875
58 H 1.07388 6.92985 2.29293
59 H -0.83750 6.23085 2.56224
60 H 0.05078 6.10419 1.02657
61 C -7.17460 -0.88472 -1.27416
62 O -6.80896 -2.25521 -1.32143
63 C -6.81623 -2.86523 -0.02578
64 C -5.90032 -4.05421 -0.04764
65 O -4.68954 -3.59696 0.01521
66 C -3.77720 -4.58029 0.33541
67 C -2.33707 -4.02453 0.18411
68 O -2.31439 -2.94830 1.12399
69 C -0.94252 -2.25469 1.08741
70 H -8.27546 -0.82896 -1.04614
71 H -7.18522 -0.27136 -2.19520
72 H -6.65418 -0.21223 -0.53850
73 H -7.73744 -3.14226 0.16520
74 H -6.82413 -2.17740 0.77142
75 H -6.09254 -4.79524 -0.76883
76 H -6.16505 -4.54163 0.79047
77 H -3.90564 -5.47075 -0.25594
78 H -3.97069 -4.69514 1.49796
79 H -2.14386 -3.81259 -0.78020
80 H -1.75375 -4.90495 0.59881
81 H -0.90587 -1.55092 1.98172
82 H -0.74330 -1.69482 0.08551
83 H -0.07823 -2.88531 1.52465
84 C 1.90097 -2.65772 -0.98586
85 O 3.18715 -2.58655 -1.55221
86 C 4.08305 -1.53538 -1.00950
87 C 5.57833 -1.86569 -1.45076
88 O 6.48839 -1.20804 -0.85696
89 C 7.88305 -1.58899 -0.98710
90 C 8.99353 -0.71671 -0.34085
91 O 8.83866 -0.94203 1.06332
92 C 9.62688 0.01371 1.59984
93 H 1.46568 -1.63819 -1.12071
94 H 2.18790 -2.93685 -0.02563
95 H 1.20706 -3.30675 -1.39245
96 H 3.94279 -1.52379 -0.06429
97 H 3.69603 -0.57126 -1.40372
98 H 5.77185 -1.98203 -2.65479
99 H 5.64085 -2.84256 -1.19154
100 H 8.05585 -1.80599 -2.08120
101 H 8.06637 -2.55396 -0.55681
102 H 8.73164 0.29773 -0.52253
103 H 9.88526 -1.09864 -0.56708
104 H 10.56212 0.13883 0.99314
105 H 10.08386 -0.30866 2.57411
106 H 9.18721 0.98131 1.68460

Forces on atoms 1 to 6 (eV/Å):
-2.631 -13.165 -7.674
1.076 -0.665 1.794
3.566 -0.505 -0.662
-0.033 -0.734 -0.087
-1.787 14.481 6.641
1.049 -1.392 2.616

The calculated total energy is -2845.5936 Ha. Its highest occupied orbital energy is -8.645 eV. As for the spin multiplicity: 1. The charge is 0. The value obtained for the energy above the lowest of the compared OMol25 structures with the same formula, charge and spin is 1.905 eV. Its LUMO energy is -0.3 eV.

These are the Mulliken partial charges, in e, on atoms 1 to 8: -0.08, 0.05, 0.26, 0.00, 0.60, -0.23, -0.66, -0.16


Here is a cluster of 3 separate species, C27H57BNO6PS2 in total in a non-equilibrium geometry from the OMol25 dataset. Energies are from ωB97M-V with the def2-TZVPD basis set.

Geometry (Å):
1 C 2.84319 -1.01823 1.82647
2 C 3.90719 -0.68066 0.61651
3 P 3.06107 -0.14137 -1.03294
4 C 4.49512 -0.29500 -2.33817
5 C 2.40362 1.65612 -0.93676
6 C 2.60713 2.35918 0.54196
7 O 4.01070 2.60880 0.91055
8 O 4.02201 3.89432 1.24823
9 O 0.95778 1.78804 -1.25865
10 C 0.18159 0.65286 -0.73628
11 O 0.10733 0.32957 0.58516
12 C -0.74500 -0.32757 -1.72502
13 C -2.22908 -0.58623 -0.99822
14 C -3.45919 -0.74024 -2.07166
15 S -4.65627 0.70563 -1.72090
16 C -6.41462 0.01033 -1.64610
17 S -6.86463 -1.00097 -2.98063
18 N -7.41479 0.26840 -0.54079
19 C -8.37208 1.39501 -0.86130
20 C -8.11352 2.78590 -0.03289
21 O -6.67972 2.96631 0.24782
22 C -6.22740 1.91860 1.17723
23 C -6.76727 0.41253 0.81919
24 B 3.18046 2.67119 -2.02337
25 C 2.28006 3.52315 -3.14177
26 O 4.63719 2.90779 -2.04831
27 H 3.32897 -1.87891 2.49309
28 H 1.81116 -1.44079 1.46475
29 H 2.75569 -0.07249 2.51818
30 H 4.48959 -1.69383 0.39143
31 H 4.74102 0.09500 0.96258
32 H 5.39405 0.40715 -1.98980
33 H 4.96292 -1.39156 -2.35618
34 H 4.15450 -0.00229 -3.42263
35 H 2.13408 1.73725 1.43328
36 H 1.98249 3.37168 0.50743
37 H 4.81371 4.34315 0.82807
38 H -0.21916 -1.36684 -1.88621
39 H -0.97517 0.15903 -2.76427
40 H -2.42505 0.35279 -0.31614
41 H -2.24059 -1.53142 -0.30709
42 H -3.14956 -0.67080 -3.19842
43 H -4.12028 -1.71970 -1.90328
44 H -9.48675 1.06473 -0.63295
45 H -8.24736 1.64068 -2.00375
46 H -8.74646 2.71973 0.96491
47 H -8.50520 3.68315 -0.68837
48 H -5.03608 1.92759 1.16052
49 H -6.53967 2.24720 2.28106
50 H -5.84863 -0.33803 0.83714
51 H -7.55675 0.07966 1.61839
52 H 1.44763 4.11427 -2.56338
53 H 1.85471 2.83291 -4.00497
54 H 3.00337 4.34208 -3.61910
55 H 4.94201 3.30049 -2.92932
56 C 10.44713 2.37562 3.31240
57 C 9.19589 3.17267 2.97872
58 C 7.98129 2.29104 2.67663
59 C 8.12349 1.37506 1.45513
60 C 8.42985 2.08765 0.13518
61 C 7.33342 3.04605 -0.29924
62 H 10.76779 1.75440 2.47143
63 H 11.27140 3.05459 3.55528
64 H 10.27788 1.72732 4.17773
65 H 9.40057 3.84600 2.13958
66 H 8.95386 3.81430 3.83490
67 H 7.10347 2.93516 2.54889
68 H 7.76937 1.66620 3.55314
69 H 7.19275 0.80410 1.34189
70 H 8.90832 0.63386 1.64469
71 H 8.55910 1.32853 -0.64622
72 H 9.38265 2.62276 0.20108
73 H 6.38022 2.52115 -0.41570
74 H 7.58989 3.49805 -1.26300
75 H 7.19660 3.85778 0.42036
76 C -6.76545 -6.44163 -1.88771
77 C -5.96507 -6.58636 -0.60293
78 C -6.67513 -5.99962 0.61991
79 C -6.93764 -4.48989 0.56401
80 C -5.69469 -3.61632 0.37462
81 C -4.69762 -3.73398 1.51542
82 H -6.92699 -5.39184 -2.14810
83 H -6.22859 -6.90991 -2.71953
84 H -7.74041 -6.93055 -1.79752
85 H -4.97780 -6.12972 -0.73021
86 H -5.78834 -7.65374 -0.42186
87 H -6.08553 -6.23413 1.51387
88 H -7.63625 -6.51187 0.75205
89 H -7.44144 -4.19272 1.49297
90 H -7.64611 -4.27273 -0.24357
91 H -6.01528 -2.56992 0.29833
92 H -5.20057 -3.85374 -0.57301
93 H -5.15996 -3.45620 2.46765
94 H -3.84945 -3.06319 1.34353
95 H -4.30272 -4.74961 1.60494

Forces on atoms 1 to 6 (eV/Å):
0.912 -0.380 0.603
1.004 -0.250 0.728
0.013 -1.446 -0.219
1.790 0.623 0.256
2.160 2.141 1.071
-1.781 -0.273 0.731

The calculated total energy is -2731.3387 Ha. Its highest occupied orbital energy is -8.246 eV. As for the spin multiplicity: 1. As for the structure (SMILES): CCP(C)[C@](COO)(OC(=O)CCCSC(=S)N1CCOCC1)B(C)O.CCCCCC.CCCCCC. The charge is 0. Its LUMO energy is -0.5 eV.

These are the Mulliken partial charges, in e, on atoms 1 to 8: -0.75, -0.07, 0.09, -0.77, 0.89, -1.02, 0.08, -0.53